No. 1
DFT (ωB97M-V/def2-TZVPD) results for C30H31AsBF4N2O3PPdS as an isolated structure in a non-equilibrium geometry.

As for the HOMO-LUMO gap: 5.0 eV. The total energy comes out at -5024.82513 a.u. The total charge is -2. As for the HOMO energy: -1.05 eV. The calculation puts the LUMO energy at 3.95 eV.

Last column: Löwdin charge in e.
Atoms and positions in Å:
Pd (1.77716, 2.49704, -0.73384)  0.25
C (3.20090, 3.79007, -2.79539)  -0.19
S (3.99196, 3.74198, -1.14553)  0.32
O (5.25970, 4.43579, -1.36467)  -0.40
O (3.08999, 4.49327, -0.26440)  -0.40
O (4.18442, 2.32804, -0.81095)  -0.42
H (2.80654, 4.79830, -2.89442)  0.04
H (2.39562, 3.04785, -2.83639)  0.01
H (3.96887, 3.59502, -3.54038)  0.04
C (0.70802, -0.34018, 0.64288)  -0.37
C (-0.32371, -1.36005, 1.12986)  -0.41
As (-0.61966, -2.95672, 0.00125)  1.33
C (-1.53100, -4.01841, 1.39560)  -0.40
C (-1.36144, -5.40300, 1.44925)  -0.13
C (-2.02047, -6.17101, 2.39577)  -0.11
C (-2.88525, -5.57125, 3.30136)  -0.12
C (-3.09462, -4.20127, 3.23680)  -0.10
C (-2.42759, -3.43721, 2.28951)  -0.11
C (1.13578, -3.81185, 0.22363)  -0.40
C (1.69378, -4.09324, 1.46807)  -0.11
C (2.92711, -4.71645, 1.56758)  -0.09
C (3.62554, -5.07043, 0.42118)  -0.11
C (3.07926, -4.79888, -0.82427)  -0.10
C (1.84218, -4.17682, -0.91847)  -0.12
P (0.20619, 0.92746, -0.62406)  0.93
C (-1.34197, 1.64104, 0.02112)  -0.36
C (-1.57680, 1.77163, 1.39065)  -0.09
C (-2.64944, 2.51564, 1.85750)  -0.08
C (-3.50695, 3.14699, 0.96946)  -0.11
C (-3.27740, 3.03475, -0.39669)  -0.11
C (-2.19893, 2.30484, -0.86408)  -0.14
C (-0.40527, -0.21965, -1.92406)  -0.37
C (-1.74176, -0.54983, -2.15018)  -0.13
C (-2.09032, -1.46648, -3.13086)  -0.12
C (-1.10994, -2.09345, -3.88417)  -0.12
C (0.22576, -1.77990, -3.66399)  -0.12
C (0.57113, -0.84255, -2.70431)  -0.12
H (1.59564, -0.83084, 0.23214)  0.07
H (1.04539, 0.26996, 1.48566)  0.06
H (-1.29329, -0.86628, 1.23055)  0.04
H (-0.03906, -1.72056, 2.12298)  0.07
H (-0.68753, -5.87866, 0.74427)  0.10
H (-1.86041, -7.24255, 2.42958)  0.09
H (-3.39459, -6.16672, 4.04929)  0.09
H (-3.77768, -3.72288, 3.92815)  0.10
H (-2.60256, -2.36861, 2.25326)  0.09
H (1.15764, -3.81874, 2.36959)  0.10
H (3.35109, -4.92482, 2.54252)  0.10
H (4.58917, -5.55892, 0.49924)  0.09
H (3.62107, -5.07250, -1.72152)  0.09
H (1.41489, -3.95539, -1.89065)  0.08
H (-0.89404, 1.33127, 2.10531)  0.09
H (-2.79701, 2.61776, 2.92513)  0.10
H (-4.33197, 3.74595, 1.33766)  0.09
H (-3.93638, 3.53763, -1.09559)  0.09
H (-1.99442, 2.26642, -1.92696)  0.10
H (-2.51759, -0.08126, -1.55980)  0.09
H (-3.13369, -1.70467, -3.30374)  0.09
H (-1.38306, -2.81358, -4.64645)  0.09
H (0.99439, -2.26273, -4.25697)  0.09
H (1.60814, -0.55600, -2.55784)  0.10
N (0.23233, 4.79084, -0.59495)  -0.03
C (-0.13255, 6.02635, -0.22412)  -0.12
C (-0.79177, 6.59434, -1.29596)  -0.12
C (-0.76826, 5.59807, -2.28437)  -0.21
N (-0.13529, 4.51642, -1.84878)  0.01
H (0.85383, 4.08159, -0.08492)  0.08
H (0.10165, 6.41959, 0.74933)  0.11
H (-1.21939, 7.58093, -1.35954)  0.07
H (-1.17881, 5.63322, -3.28126)  0.08
F (0.86860, 1.36884, 3.64994)  0.06
B (1.17051, 2.71994, 3.32823)  -1.26
F (2.33452, 3.10888, 3.98957)  0.10
F (0.09088, 3.52769, 3.74615)  0.08
F (1.31218, 2.81900, 1.92451)  0.06


No. 2
DFT (ωB97M-V/def2-TZVPD) results for a 2-piece molecular cluster, C5H8N2O2 overall in a non-equilibrium geometry.

As for the HOMO-LUMO gap: 10.4 eV. The total energy comes out at -455.17189 a.u. As for the HOMO energy: -9.99 eV. The calculation puts the LUMO energy at 0.40 eV.

Last column: Löwdin charge in e.
Atoms and positions in Å:
N (-1.01715, 1.00784, 0.07314)  0.13
C (-0.09896, 0.74828, 0.79831)  -0.19
C (1.13139, 0.01529, 1.15935)  -0.12
C (0.87324, -1.31311, 1.83710)  -0.24
C (1.97922, -2.32448, 1.95438)  -0.04
N (0.86127, -2.53203, 1.07780)  -0.02
C (0.80236, -2.79374, -0.24689)  -0.33
O (1.51057, -3.61084, -0.81580)  0.03
H (1.70994, 0.65442, 1.84393)  0.13
H (1.73237, -0.12108, 0.24728)  0.14
H (0.14413, -1.28180, 2.65025)  0.15
H (2.02502, -2.95339, 2.84522)  0.12
H (2.93852, -2.09719, 1.48089)  0.13
H (0.00093, -2.23956, -0.77050)  0.14
O (-1.33460, 1.84612, 2.35238)  -0.24
H (-0.52592, 2.23492, 2.72261)  0.02
H (-1.82018, 1.84749, 1.25855)  0.17


No. 3
DFT (ωB97M-V/def2-TZVPD) results for C67H88AsGe2N3PdTe as an isolated structure in a non-equilibrium geometry.

As for the HOMO-LUMO gap (spin up / spin down): 3.8 / 4.6 eV. The total energy comes out at -9555.53262 a.u. Its spin multiplicity is 2. The total charge is -1. As for the HOMO energy (spin up / spin down): -2.69 / -3.06 eV. The calculation puts the LUMO energy (spin up / spin down) at 1.06 / 1.52 eV.

Last column: Löwdin charge in e.
Atoms and positions in Å:
Pd (0.73077, 0.60278, -0.12144)  0.34
C (5.45281, -1.71075, 0.78631)  -0.06
C (5.67254, -0.20151, 0.89494)  -0.36
C (5.30119, 0.34234, 2.28013)  -0.06
C (5.12111, 0.62471, -0.27739)  -0.11
C (6.07117, 1.52340, -0.77214)  -0.08
C (5.90333, 2.25802, -1.92436)  -0.10
C (4.74190, 2.06432, -2.65510)  -0.06
C (3.75244, 1.21120, -2.21480)  -0.18
C (2.58040, 0.94378, -3.13741)  -0.40
C (3.00343, -0.13429, -4.14224)  -0.06
C (2.06935, 2.18087, -3.88006)  -0.07
C (3.87266, 0.50085, -0.96870)  -0.19
N (2.80400, -0.30818, -0.65613)  0.04
C (2.48098, -0.86754, 0.50935)  -0.25
C (2.03635, -2.25027, 0.57845)  -0.21
N (1.63632, -2.95548, -0.40518)  0.11
C (1.67316, -4.35011, -0.44185)  -0.17
C (0.77444, -5.19326, 0.24317)  -0.14
C (0.85376, -6.56876, 0.05879)  -0.05
C (1.79122, -7.13690, -0.78321)  -0.09
C (2.67236, -6.31099, -1.46314)  -0.06
C (2.62684, -4.93404, -1.31141)  -0.15
C (3.64598, -4.07085, -2.03320)  -0.36
C (5.02291, -4.27178, -1.39146)  -0.07
C (3.71616, -4.39245, -3.52934)  -0.07
C (-0.23492, -4.63335, 1.22064)  -0.38
C (-1.64120, -5.20935, 1.03721)  -0.06
C (0.22515, -4.87719, 2.66128)  -0.05
H (5.91204, -2.21328, 1.64098)  0.09
H (5.92329, -2.07998, -0.12422)  0.07
H (4.40643, -1.98470, 0.75377)  0.04
H (6.75583, -0.07323, 0.82415)  0.12
H (4.25490, 0.16892, 2.52578)  0.05
H (5.49580, 1.41522, 2.32582)  0.08
H (5.90705, -0.14784, 3.04669)  0.08
H (6.99782, 1.63394, -0.21773)  0.11
H (6.66661, 2.94868, -2.26013)  0.10
H (4.61726, 2.57952, -3.60031)  0.11
H (1.76114, 0.55046, -2.53870)  0.07
H (3.91512, 0.17700, -4.65965)  0.08
H (2.22245, -0.29826, -4.88655)  0.07
H (3.19972, -1.07781, -3.63027)  0.07
H (2.74614, 2.47097, -4.68814)  0.07
H (1.96048, 3.03180, -3.20393)  0.05
H (1.09273, 1.96889, -4.31942)  0.08
H (2.86003, -0.46888, 1.45061)  0.08
H (2.15910, -2.72033, 1.56419)  0.12
H (0.17898, -7.21839, 0.60413)  0.11
H (1.83664, -8.21150, -0.91077)  0.09
H (3.41818, -6.75000, -2.11561)  0.11
H (3.34663, -3.02810, -1.91179)  0.11
H (5.32315, -5.31956, -1.46792)  0.08
H (5.00124, -4.00340, -0.33438)  0.06
H (5.77892, -3.66164, -1.89070)  0.08
H (4.19747, -5.35883, -3.69694)  0.07
H (4.29797, -3.63356, -4.05638)  0.08
H (2.71823, -4.42815, -3.96725)  0.06
H (-0.29174, -3.55710, 1.05247)  0.06
H (-1.68492, -6.24402, 1.38438)  0.07
H (-2.35682, -4.62231, 1.61679)  0.07
H (-1.94114, -5.17995, -0.01159)  0.07
H (-0.48427, -4.43739, 3.36496)  0.06
H (1.20906, -4.44222, 2.84390)  0.07
H (0.28770, -5.95227, 2.85054)  0.08
C (3.55405, 4.32597, -0.02828)  -0.40
Te (1.70570, 3.19236, -0.07382)  1.27
C (2.14349, 2.57926, 1.94555)  -0.43
H (3.49109, 5.02771, 0.80288)  0.00
H (3.64538, 4.87752, -0.96237)  -0.01
H (4.41248, 3.67704, 0.08947)  -0.02
H (3.21799, 2.44348, 2.02004)  -0.02
H (1.63294, 1.63940, 2.14316)  -0.04
H (1.81140, 3.33257, 2.65839)  0.00
C (0.43758, -2.08203, -3.45731)  -0.31
Ge (-0.98944, -3.35743, -2.88913)  0.85
C (-2.61479, -2.84454, -3.97856)  -0.30
C (-0.49357, -5.12837, -3.71022)  -0.29
Ge (-1.02186, -1.05513, 0.38088)  1.10
C (-1.11201, -1.58819, 2.35704)  -0.32
C (-2.26998, -2.08656, 2.96006)  -0.11
C (-2.26633, -2.55575, 4.26780)  -0.09
C (-1.08507, -2.59219, 4.99453)  -0.12
C (0.08609, -2.13136, 4.40957)  -0.11
C (0.05920, -1.62385, 3.11990)  -0.17
C (-3.03292, -1.11369, 0.14151)  -0.34
C (-3.61248, -2.07361, -0.67823)  -0.14
C (-4.99259, -2.19158, -0.79806)  -0.09
C (-5.82465, -1.34071, -0.08811)  -0.10
C (-5.26592, -0.38616, 0.75259)  -0.09
C (-3.88909, -0.28369, 0.86535)  -0.14
H (1.18293, -2.62663, -4.03826)  0.00
H (0.92537, -1.64924, -2.58569)  -0.03
H (-0.00447, -1.29534, -4.06992)  0.00
H (-2.29513, -2.64380, -5.00404)  0.00
H (-3.09402, -1.95449, -3.57341)  -0.02
H (-3.34231, -3.65802, -3.99100)  0.00
H (-0.43716, -4.99235, -4.79296)  0.00
H (-1.24359, -5.89025, -3.49381)  -0.01
H (0.47117, -5.47570, -3.33877)  -0.02
H (-3.19774, -2.10609, 2.40604)  0.09
H (-3.18975, -2.89648, 4.72265)  0.10
H (-1.08000, -2.97647, 6.00773)  0.10
H (1.01691, -2.16588, 4.96486)  0.10
H (0.97384, -1.22901, 2.68767)  0.07
H (-2.96812, -2.75166, -1.22767)  -0.01
H (-5.41606, -2.95324, -1.44316)  0.10
H (-6.90061, -1.42823, -0.18604)  0.09
H (-5.90056, 0.27446, 1.33413)  0.09
H (-3.46802, 0.44622, 1.54283)  0.08
C (-5.78912, 1.39409, 5.27358)  -0.05
C (-4.72692, 1.82224, 4.29630)  -0.27
C (-3.40008, 1.45654, 4.46571)  -0.02
C (-2.41800, 1.84234, 3.56275)  -0.29
C (-0.99225, 1.47143, 3.88581)  -0.09
C (-2.75556, 2.60177, 2.42541)  -0.27
As (-1.13287, 2.88067, 1.20974)  1.21
N (-1.24962, 1.53063, -0.00699)  -0.40
C (-2.01842, 1.47234, -1.16710)  -0.46
C (-3.31477, 2.00469, -1.21588)  -0.07
C (-4.08501, 1.92409, -2.35965)  -0.09
C (-3.58549, 1.33517, -3.51329)  -0.11
C (-2.30459, 0.80266, -3.48591)  -0.10
C (-1.53701, 0.85542, -2.33523)  -0.08
C (-1.51003, 4.70427, 0.46480)  -0.31
C (-1.47245, 5.13035, -0.87151)  -0.27
C (-1.17749, 4.25026, -2.05892)  -0.07
C (-1.67407, 6.47928, -1.17536)  -0.02
C (-1.85419, 7.44047, -0.20134)  -0.28
C (-2.08605, 8.88682, -0.54666)  -0.06
C (-1.76934, 7.03081, 1.12291)  -0.03
C (-1.58901, 5.69992, 1.46548)  -0.29
C (-1.43222, 5.37941, 2.93247)  -0.07
C (-4.08404, 3.02889, 2.28329)  -0.28
C (-4.58261, 3.95088, 1.19528)  -0.06
C (-5.04199, 2.62477, 3.21347)  -0.03
H (-5.35998, 0.77785, 6.06307)  0.07
H (-6.56522, 0.81594, 4.76845)  0.08
H (-6.26723, 2.26211, 5.73175)  0.08
H (-3.11911, 0.85927, 5.32726)  0.11
H (-0.96250, 0.78009, 4.72737)  0.08
H (-0.42146, 2.36744, 4.14511)  0.07
H (-0.49911, 0.99411, 3.04335)  0.02
H (-3.70829, 2.47174, -0.32510)  0.07
H (-5.09045, 2.33091, -2.35226)  0.10
H (-4.18663, 1.28941, -4.41261)  0.09
H (-1.89500, 0.34552, -4.37956)  0.10
H (-0.53330, 0.44496, -2.33448)  0.06
H (-0.63296, 3.35339, -1.79131)  0.00
H (-0.56501, 4.80732, -2.77151)  0.08
H (-2.09126, 3.94391, -2.56916)  0.08
H (-1.66529, 6.77342, -2.22049)  0.11
H (-2.09271, 9.03410, -1.62621)  0.07
H (-1.30464, 9.51706, -0.11724)  0.08
H (-3.04318, 9.22916, -0.14817)  0.08
H (-1.82228, 7.77787, 1.90934)  0.11
H (-1.34343, 6.29718, 3.51308)  0.08
H (-0.52966, 4.78204, 3.09208)  0.06
H (-2.27571, 4.80694, 3.31837)  0.07
H (-3.79645, 4.26025, 0.51793)  0.04
H (-5.00496, 4.85099, 1.64910)  0.09
H (-5.37909, 3.47094, 0.62095)  0.08
H (-6.06720, 2.95971, 3.07735)  0.12


No. 4
DFT (ωB97M-V/def2-TZVPD) results for a 2-piece molecular cluster, C9H21N2O4 overall in a non-equilibrium geometry.

As for the HOMO-LUMO gap: 8.9 eV. The total energy comes out at -765.52926 a.u. The total charge is +1. As for the HOMO energy: -12.43 eV. The calculation puts the LUMO energy at -3.57 eV.

Last column: Löwdin charge in e.
Atoms and positions in Å:
O (3.57300, 0.76895, -0.80290)  0.04
N (2.60438, 0.60893, -1.52823)  -0.01
O (1.94632, 1.79656, -1.68478)  -0.12
C (0.89157, 1.60362, -2.71016)  -0.06
C (-0.37029, 0.86634, -1.95719)  -0.23
C (-1.65436, 1.83846, -1.65051)  -0.07
N (-2.89861, 1.03646, -1.32673)  0.02
C (-2.62161, -0.42749, -0.97832)  -0.09
C (-1.71159, -1.15485, -2.15115)  -0.11
O (-0.86101, -0.18194, -2.90770)  -0.16
H (1.32450, 0.81492, -3.48133)  0.16
H (0.54501, 2.59944, -3.22386)  0.16
H (0.03472, 0.42659, -0.95110)  0.13
H (-1.45329, 2.66927, -0.84542)  0.17
H (-1.88083, 2.42090, -2.66417)  0.17
H (-3.52256, 1.01590, -2.16956)  0.20
H (-3.36290, 1.49152, -0.50855)  0.19
H (-1.99380, -0.54704, 0.02881)  0.16
H (-3.67074, -0.92486, -0.80986)  0.16
H (-2.41088, -1.77067, -2.87391)  0.15
H (-0.94582, -1.88984, -1.61720)  0.16
C (0.31581, -2.09949, 3.54993)  -0.08
C (1.11895, -2.15969, 2.26292)  -0.27
O (0.77237, -1.13845, 1.33119)  -0.19
C (0.97794, 0.20685, 1.75598)  -0.28
C (2.42968, 0.52664, 2.06533)  -0.07
H (-0.75712, -2.07640, 3.33679)  0.08
H (0.53347, -2.96959, 4.17766)  0.09
H (0.55424, -1.20315, 4.12874)  0.07
H (0.91253, -3.11426, 1.76648)  0.12
H (2.19460, -2.14176, 2.46462)  0.11
H (0.33077, 0.44001, 2.60735)  0.11
H (0.64705, 0.84613, 0.93037)  0.08
H (2.78191, -0.02133, 2.94373)  0.08
H (2.55165, 1.59506, 2.26701)  0.09
H (3.07498, 0.24822, 1.22571)  0.05